(1)
90
Properties=species:S:1:pos:R:3:mulliken_charge:R:1 method="wB97M-V/def2-TZVPD" e_homo_ha=-0.26079 mol_weight_g_mol=596.10 e_lumo_ev=2.44 total_charge=-1
Cl -0.033 0.227 1.127 1.382
O -0.755 0.761 -0.075 -0.797
O 1.365 0.007 0.882 -0.412
O -0.144 1.236 2.132 -0.330
O -0.739 -0.948 1.639 -0.660
C 3.784 0.616 -1.385 -0.986
C 3.614 2.124 -1.002 0.362
O 4.789 2.820 -0.681 -0.620
H 4.565 0.291 -0.697 0.386
H 4.125 0.553 -2.418 0.339
H 2.796 0.164 -1.300 0.101
H 2.819 2.240 -0.265 -0.085
H 3.288 2.611 -1.921 0.261
H 4.605 3.761 -0.730 0.326
C -1.316 -1.570 5.277 -0.932
C 0.231 -1.801 5.130 0.187
O 0.752 -2.141 6.339 -0.558
H -1.535 -0.836 6.052 0.315
H -1.803 -2.520 5.501 0.431
H -1.713 -1.259 4.311 0.070
H 0.553 -0.793 4.867 0.014
H 0.517 -2.567 4.410 0.203
H 0.269 -2.874 6.727 0.331
C 0.240 4.224 0.198 -0.568
C -1.060 4.756 0.874 -0.393
O -1.410 5.771 0.029 -0.530
H 1.016 4.978 0.066 0.422
H 0.069 3.832 -0.805 0.242
H 0.585 3.474 0.910 -0.073
H -0.842 5.157 1.864 0.286
H -1.911 4.097 1.046 0.228
H -2.255 6.138 0.300 0.303
C 3.475 2.293 3.266 0.578
O 4.574 2.682 3.641 -0.753
N 2.493 3.126 2.858 -0.190
N 3.229 1.041 3.202 -0.192
H 1.628 2.725 2.523 0.031
H 2.524 4.136 2.863 0.159
H 2.398 0.855 2.659 0.061
H 3.868 0.354 3.576 0.170
C 1.335 -4.042 1.137 0.522
O 1.558 -5.194 1.030 -0.682
N 1.968 -3.221 2.001 -0.266
N 0.345 -3.390 0.561 0.040
H 2.722 -3.577 2.571 0.175
H 1.626 -2.271 2.027 0.079
H 0.091 -2.549 1.060 -0.025
H 0.163 -3.570 -0.416 0.186
C -3.549 2.123 3.514 0.635
O -4.669 2.596 3.806 -0.790
N -2.459 2.508 3.953 -0.221
N -3.378 1.007 2.885 -0.179
H -2.478 2.948 4.862 0.214
H -1.569 2.104 3.699 0.117
H -4.263 0.619 2.589 0.106
H -2.488 0.685 2.532 -0.008
C 0.502 0.877 -7.233 -1.425
C 1.845 1.138 -6.538 0.528
C 1.716 1.008 -5.014 -0.679
O 0.459 1.584 -4.451 -0.404
C 0.031 0.935 -3.237 -0.606
N 2.692 0.120 -7.098 -0.737
H -0.293 1.487 -6.803 0.308
H 0.159 -0.124 -6.974 0.322
H 0.530 0.976 -8.318 0.424
H 2.164 2.129 -6.858 0.266
H 2.492 1.617 -4.550 0.152
H 1.839 0.018 -4.574 0.422
H 0.710 1.020 -2.389 0.192
H -0.105 -0.132 -3.414 0.381
H -0.910 1.369 -2.898 0.251
H 2.353 -0.831 -7.074 0.281
H 2.784 0.393 -8.066 0.284
C -3.833 -2.240 0.571 -1.492
C -3.074 -2.835 -0.560 1.712
C -3.741 -3.931 -1.379 -1.087
O -2.973 -4.501 -2.475 -0.377
C -2.332 -5.741 -1.992 -0.753
N -2.717 -1.657 -1.332 -0.675
H -4.623 -1.601 0.177 0.388
H -3.197 -1.677 1.255 0.140
H -4.221 -3.077 1.151 0.437
H -2.222 -3.402 -0.187 -0.470
H -4.730 -3.619 -1.713 0.432
H -4.058 -4.674 -0.647 0.412
H -1.534 -6.038 -2.672 0.263
H -3.119 -6.490 -1.899 0.319
H -1.888 -5.645 -1.001 0.329
H -1.993 -1.923 -1.985 0.245
H -2.321 -1.047 -0.631 0.200

---

(2)
94
Properties=species:S:1:pos:R:3:mulliken_charge:R:1 method="wB97M-V/def2-TZVPD" e_homo_ha=-0.31919 mol_weight_g_mol=758.11 e_lumo_ev=-1.50
C -2.664 -2.013 -0.463 -1.171
C -4.181 -2.086 -0.738 -0.595
C -4.721 -1.084 -1.812 0.214
Cl -3.368 -0.574 -2.939 -0.239
Si -5.450 0.510 -1.105 0.191
C -7.118 0.308 -0.239 -0.650
N -8.264 0.244 -1.164 -0.400
C -8.486 -1.104 -1.707 -0.766
O -4.345 1.333 -0.111 -0.227
Si -3.678 2.718 -0.815 0.575
H -2.063 -2.369 -1.301 0.216
H -2.337 -1.038 -0.088 0.306
H -2.473 -2.730 0.349 0.397
H -4.355 -3.095 -1.140 0.248
H -4.720 -2.043 0.215 0.367
H -5.443 -1.634 -2.426 0.459
H -5.691 1.413 -2.255 -0.176
H -7.270 1.214 0.372 0.265
H -7.173 -0.525 0.471 0.418
H -8.183 0.941 -1.891 0.285
H -8.138 -1.136 -2.754 0.259
H -7.868 -1.814 -1.145 0.260
H -9.532 -1.425 -1.679 0.280
H -3.788 2.700 -2.288 -0.125
H -2.233 2.755 -0.501 -0.147
H -4.249 3.960 -0.257 -0.200
C -0.670 1.137 -2.942 -0.677
O 0.330 1.999 -2.363 -0.206
P 1.927 1.491 -2.485 0.838
O 2.518 2.427 -1.483 -0.454
O 2.042 2.026 -4.012 -0.335
C 1.890 3.420 -4.261 -0.594
O 3.256 0.505 -2.761 -0.299
C 3.204 -0.811 -2.175 -0.721
H -1.631 1.637 -2.884 0.033
H -0.441 0.930 -3.993 0.407
H -0.724 0.200 -2.388 0.338
H 2.073 4.018 -3.368 0.254
H 0.881 3.617 -4.627 0.244
H 2.602 3.704 -5.033 0.226
H 2.368 -1.380 -2.585 0.316
H 3.106 -0.741 -1.089 0.327
H 4.130 -1.327 -2.416 0.243
C 5.012 7.418 0.540 -0.670
O 3.710 7.535 1.137 -0.344
P 3.080 6.143 1.850 1.031
O 1.666 6.595 1.981 -0.694
O 3.947 6.350 3.209 -0.279
C 3.699 7.504 4.003 -0.708
O 2.902 4.521 2.210 -0.261
C 2.997 3.609 1.085 -0.680
H 5.331 8.408 0.221 0.244
H 5.737 7.028 1.261 0.315
H 4.974 6.762 -0.331 0.273
H 2.715 7.931 3.809 0.349
H 4.465 8.257 3.804 0.244
H 3.761 7.214 5.051 0.223
H 3.986 3.678 0.631 0.364
H 2.235 3.837 0.344 0.448
H 2.848 2.596 1.449 0.162
C 0.008 -7.664 -2.919 -0.714
O -0.551 -7.220 -1.669 -0.322
P -2.091 -6.541 -1.728 1.104
O -2.098 -5.917 -0.373 -0.677
O -2.820 -7.987 -1.776 -0.309
C -2.674 -8.861 -0.660 -0.668
O -3.468 -5.829 -2.370 -0.255
C -3.246 -4.789 -3.341 -0.665
H 0.947 -8.171 -2.711 0.246
H -0.668 -8.362 -3.420 0.332
H 0.205 -6.812 -3.572 0.289
H -2.394 -8.325 0.246 0.337
H -1.917 -9.615 -0.883 0.238
H -3.627 -9.362 -0.499 0.235
H -2.724 -5.184 -4.214 0.354
H -2.663 -3.978 -2.896 0.248
H -4.212 -4.402 -3.655 0.226
C 2.896 0.323 3.781 -0.610
O 4.101 -0.417 3.510 -0.271
P 5.381 -0.187 4.578 1.058
O 6.459 -0.799 3.750 -0.664
O 4.760 -1.203 5.678 -0.333
C 4.610 -2.574 5.329 -0.668
O 6.315 0.531 5.773 -0.295
C 6.444 1.964 5.700 -0.730
H 2.126 0.001 3.083 0.268
H 2.549 0.138 4.801 0.343
H 3.076 1.391 3.642 0.172
H 5.259 -2.860 4.502 0.346
H 3.571 -2.771 5.058 0.237
H 4.861 -3.174 6.203 0.229
H 5.469 2.444 5.806 0.328
H 6.898 2.258 4.750 0.345
H 7.084 2.290 6.516 0.249

---

(3)
84
Properties=species:S:1:pos:R:3:mulliken_charge:R:1 method="wB97M-V/def2-TZVPD" e_homo_ha=-0.33029 mol_weight_g_mol=484.64 e_lumo_ev=0.17 smiles="NC(N)=O.NC(N)=O.NC(N)=O.CC(C)O.CC(C)O.CC(C)O.CC(C)O.CO.CO" e_above_lowest_kcal_mol=91.17
N 1.555 -0.078 -0.240 0.084
C 2.457 0.032 0.653 0.176
N 3.074 1.161 0.490 -0.293
O 2.770 -0.862 1.601 -0.737
H 1.270 -1.032 -0.296 0.280
H 1.558 0.364 -1.163 -0.173
H 3.755 1.305 1.314 0.404
H 2.730 1.983 0.076 0.176
N 0.469 4.965 -1.820 -0.287
C 0.653 4.221 -2.861 0.509
N 0.664 2.971 -2.536 0.155
O 1.008 4.722 -4.068 -0.766
H 0.632 5.999 -1.861 0.232
H 0.003 4.561 -0.994 0.107
H 1.073 2.275 -3.119 -0.127
H 0.292 2.693 -1.576 0.677
N -1.085 -0.219 0.041 1.174
C -1.941 0.073 -0.884 -0.172
N -1.385 0.529 -1.928 0.363
O -3.339 -0.072 -0.703 -0.832
H -1.565 -0.754 0.832 -0.086
H -0.079 -0.078 -0.026 0.499
H -2.083 0.711 -2.614 0.256
H -0.398 0.703 -2.202 -0.242
C 1.749 1.418 3.927 -0.722
C 0.344 1.165 4.522 0.627
C -0.296 -0.027 3.977 -0.924
O 0.266 1.152 5.754 -0.555
H 2.485 0.715 4.266 0.421
H 2.082 2.437 4.172 0.348
H 1.658 1.419 2.866 -0.308
H -0.296 2.008 4.232 0.029
H -0.155 -0.074 2.863 -0.110
H -1.338 -0.030 4.197 0.411
H 0.117 -0.978 4.331 0.408
H -0.690 1.193 5.892 0.405
C -1.498 -3.794 -1.822 -0.803
C -1.357 -4.362 -0.358 1.210
C -2.541 -5.314 -0.040 -1.417
O -0.281 -4.900 -0.043 -0.485
H -1.722 -4.600 -2.494 0.492
H -0.656 -3.234 -2.140 -0.228
H -2.323 -3.044 -1.677 0.295
H -1.457 -3.433 0.263 -0.546
H -3.482 -4.791 -0.206 0.361
H -2.579 -5.539 1.091 0.322
H -2.473 -6.248 -0.582 0.447
H -0.243 -5.727 -0.527 0.343
C 0.595 -1.407 -3.875 -1.188
C 1.422 -0.141 -4.071 0.434
C 0.789 0.869 -4.987 -1.764
O 1.628 0.439 -2.941 -0.673
H 1.062 -2.233 -3.297 0.092
H 0.513 -1.865 -4.856 0.521
H -0.473 -1.197 -3.590 0.259
H 2.439 -0.401 -4.449 0.445
H 1.364 1.744 -5.072 0.557
H -0.058 1.269 -4.548 0.376
H 0.549 0.531 -6.002 0.411
H 2.456 0.976 -2.977 0.365
C 0.808 3.727 1.821 -1.309
C -0.377 2.886 1.283 1.237
C -1.623 3.692 1.278 -1.336
O -0.246 2.497 0.109 -0.449
H 1.801 3.170 1.667 0.165
H 0.605 4.012 2.901 0.344
H 0.863 4.668 1.311 0.506
H -0.391 1.995 1.908 -0.679
H -1.727 4.364 0.398 0.175
H -1.759 4.304 2.230 0.372
H -2.419 2.999 1.172 0.493
H -0.559 1.570 0.001 -0.135
C -3.260 -1.662 3.043 -0.877
O -2.236 -1.646 2.053 -0.574
H -2.781 -1.683 4.031 0.343
H -3.929 -2.511 2.980 0.255
H -3.757 -0.653 3.024 0.298
H -1.642 -2.393 2.284 0.207
C 2.545 -3.180 -0.166 -1.095
O 1.225 -2.729 -0.330 -0.830
H 3.304 -2.442 -0.372 0.386
H 2.588 -3.940 -0.966 0.365
H 2.570 -3.689 0.762 0.250
H 0.708 -3.526 -0.340 0.653